[1]
The following is a DFT calculation (the ωB97M-V functional and the def2-TZVPD basis) of the molecule C5H4S3.

XYZ file:
```
12
Properties=species:S:1:pos:R:3:forces:R:3
S 1.191 -0.550 -1.332 0.502 -0.168 -1.500
S -0.332 1.395 0.191 0.527 -0.137 0.175
S -2.740 -0.289 0.270 -0.497 0.068 -0.038
C 2.458 -0.557 2.002 -0.154 1.262 -1.358
C 1.376 0.733 -0.114 0.015 -0.170 1.231
C -1.196 -0.075 -0.117 0.698 -0.378 0.005
C -0.322 -1.197 -0.692 -0.156 0.379 1.832
C 2.039 0.126 1.087 -0.330 -0.372 0.595
H 3.007 -1.067 2.759 -0.222 -0.052 0.061
H -0.109 -1.877 0.164 -0.238 0.246 -0.568
H -0.888 -1.704 -1.438 -0.227 -0.493 -0.584
H 1.942 1.559 -0.550 0.083 -0.185 0.149
```
Forces are in eV/Å.

Values from the calculation:
- energy relative to the best compared isomer or geometry (same formula, charge and spin) (kJ/mol) = 158.0
- HOMO level (hartree) = -0.322
- SMILES string = C#C[C@H]1SCC(=S)S1
- multiplicity = 1
- max |F| (eV Å⁻¹) = 1.88
- charge = 0


[2]
The following is a DFT calculation (the ωB97M-V functional and the def2-TZVPD basis) of a cluster of 23 separate species, C5H56N2O23 in total.

XYZ file:
```
86
Properties=species:S:1:pos:R:3:forces:R:3
O -8.068 -0.698 6.908 0.108 -0.074 -0.014
O 0.607 -1.629 3.595 0.158 0.172 -0.054
O -0.629 -0.558 -7.671 0.021 0.115 0.050
O 1.994 0.954 2.847 -0.125 -0.207 0.133
O 4.312 -3.809 -11.092 0.025 -0.118 -0.003
O 2.104 -2.926 -4.611 -0.143 0.047 -0.447
O -5.572 -5.565 7.273 -0.066 0.013 -0.032
O -1.223 -0.551 -0.506 0.034 0.274 -0.229
O 2.606 -5.174 -9.059 -0.123 0.055 0.190
O 1.282 -2.800 -7.559 -0.013 -0.034 0.036
O 3.466 7.435 0.436 0.009 0.091 0.004
O -5.859 -2.710 7.158 0.093 0.072 -0.085
O 3.760 -3.476 -2.419 0.002 0.108 -0.072
O 5.373 9.791 0.744 0.003 -0.062 0.040
O 2.200 3.836 -0.746 -0.053 0.064 -0.059
O -3.359 -1.891 5.500 0.004 -0.233 -0.128
O -4.201 -0.534 8.089 -0.112 -0.028 0.114
O 2.596 -0.811 -2.759 0.116 -0.280 0.025
O -0.553 -4.338 3.297 -0.006 -0.101 -0.187
O 2.984 6.647 -2.256 -0.061 -0.014 0.014
O 3.657 0.492 5.158 0.054 0.034 -0.068
O -2.969 -2.649 2.574 0.056 -0.077 0.015
O 3.530 7.791 -4.936 0.089 0.038 -0.022
N 0.161 1.803 -1.326 -0.089 0.131 0.128
N -3.019 2.121 0.948 0.077 0.231 0.098
C -3.533 0.196 -0.545 -0.027 -0.081 0.021
C -3.353 1.647 -0.173 -0.018 -0.099 0.011
C 0.738 0.855 -0.370 -0.038 0.088 -0.026
C -0.258 -0.013 0.380 0.013 -0.277 0.128
C -2.512 -0.768 0.038 0.062 -0.225 -0.030
H 1.813 1.892 2.959 0.004 -0.012 -0.052
H 4.244 -3.761 -1.641 0.042 0.038 -0.019
H 1.560 -3.709 -4.747 0.055 -0.082 0.279
H -3.866 -1.098 5.711 0.164 0.062 0.087
H 3.200 6.290 -1.382 0.017 0.078 0.024
H -4.841 -6.105 6.958 -0.002 0.006 0.000
H -4.540 -1.442 8.084 -0.042 0.064 -0.102
H -3.559 2.371 -0.965 -0.004 0.008 0.002
H 2.588 7.882 -5.096 0.009 -0.015 0.011
H 0.166 -4.893 2.982 0.006 -0.049 0.084
H -0.740 0.552 1.185 -0.045 0.065 -0.084
H 1.309 1.418 0.370 0.092 -0.128 -0.002
H 1.900 -1.413 -3.060 -0.039 0.078 -0.087
H 5.785 9.440 -0.053 0.010 0.006 0.007
H -3.524 0.105 -1.633 0.009 -0.017 -0.008
H -2.805 -2.534 3.521 -0.178 0.185 0.040
H 3.956 7.859 1.149 0.035 -0.018 -0.031
H 0.474 -2.225 2.851 -0.158 -0.032 0.057
H -0.367 -4.162 4.225 0.053 0.141 -0.017
H 3.634 0.258 6.090 -0.059 -0.052 -0.010
H 1.480 3.229 -1.009 0.082 -0.023 -0.147
H 3.215 -5.483 -9.740 -0.020 0.201 -0.096
H 1.894 -3.385 -8.023 0.027 -0.078 -0.048
H 3.358 8.148 -0.204 -0.039 -0.032 -0.011
H -0.234 1.294 -2.108 0.023 0.051 0.001
H -2.258 -3.232 2.286 0.014 -0.022 0.109
H 3.535 -2.539 -2.282 0.006 -0.011 0.129
H 0.796 -0.764 3.198 0.016 -0.060 0.071
H 1.539 -2.847 -6.629 0.190 0.166 -0.011
H -2.484 -0.755 1.130 -0.050 0.078 -0.030
H -8.285 -0.229 6.095 0.014 0.009 0.007
H -0.827 -0.411 -8.599 0.015 -0.016 0.006
H 0.138 -1.147 -7.669 -0.058 -0.149 -0.094
H 0.287 -0.845 0.845 0.051 0.103 0.128
H -6.561 -2.096 6.895 -0.136 -0.005 0.039
H 2.021 6.672 -2.262 0.006 -0.107 0.021
H 2.955 -3.247 -4.282 -0.118 -0.204 0.133
H -5.403 -5.416 8.209 0.026 -0.009 -0.008
H 1.739 -5.514 -9.301 0.036 -0.060 -0.034
H 3.699 -3.222 -10.636 0.020 -0.024 0.027
H 2.733 3.913 -1.543 0.001 -0.032 0.008
H 2.404 0.682 3.685 0.043 0.166 -0.016
H -2.810 -1.782 -0.236 -0.047 -0.016 0.051
H -2.850 1.393 1.645 -0.024 -0.123 -0.079
H -6.102 -3.584 6.826 0.057 -0.058 0.120
H 4.334 -0.066 4.763 0.027 -0.009 0.050
H 3.597 7.407 -4.051 -0.090 -0.037 0.033
H -3.903 -2.588 5.885 -0.074 0.073 0.003
H 5.158 -3.683 -10.651 -0.007 0.068 -0.017
H 6.085 9.847 1.388 0.005 0.036 -0.016
H -7.760 -0.020 7.519 0.019 -0.002 -0.010
H -0.607 2.318 -0.905 -0.004 -0.091 0.066
H 3.071 -0.611 -3.574 -0.041 0.151 0.020
H -4.525 -0.127 -0.208 -0.026 0.060 -0.051
H -3.309 -0.599 8.443 0.014 0.014 -0.061
H 1.441 0.229 -0.917 0.022 0.038 -0.021
```
Forces are in eV/Å.

Values from the calculation:
- HOMO level (hartree) = -0.334
- multiplicity = 1
- max |F| (eV Å⁻¹) = 0.47
- charge = 0


[3]
The following is a DFT calculation (the ωB97M-V functional and the def2-TZVPD basis) of a structure of composition C5H5AlFLiO4.

XYZ file:
```
17
Properties=species:S:1:pos:R:3:forces:R:3
Al 1.122 -1.319 3.803 2.588 -1.076 2.606
F -1.622 0.481 0.889 0.312 -0.035 0.127
O -0.146 -0.773 2.646 -1.121 1.546 -1.392
O 1.381 1.256 0.606 0.050 -1.323 -1.663
O 2.626 0.353 -1.038 1.078 -1.722 -2.153
O 0.607 -0.375 -0.752 -0.900 -1.602 -2.148
C 1.140 -1.050 -1.833 -3.742 -0.529 2.014
C -1.872 -0.875 1.024 0.038 -0.175 -0.148
C 2.414 -0.678 -1.940 3.611 3.340 0.504
C -0.983 -1.452 2.057 -1.903 -0.986 -0.760
C 1.513 0.512 -0.339 0.349 1.820 2.692
Li -0.047 1.222 1.867 -0.385 0.774 0.152
H 3.217 -0.921 -2.626 0.168 -0.150 -0.018
H -1.132 -2.517 2.301 0.116 0.094 -0.031
H -2.924 -1.026 1.312 -0.003 -0.084 -0.046
H 0.516 -1.777 -2.339 0.033 -0.022 -0.147
H -1.688 -1.387 0.056 -0.290 0.128 0.412
```
Forces are in eV/Å.

Values from the calculation:
- HOMO level (spin up / spin down) (hartree) = -0.751 / -0.751
- multiplicity = 2
- max |F| (eV Å⁻¹) = 4.94
- charge = +3
- expectation value of S² = 0.76


[4]
The following is a DFT calculation (the ωB97M-V functional and the def2-TZVPD basis) of the molecule C5H5Br.

XYZ file:
```
11
Properties=species:S:1:pos:R:3:forces:R:3
Br 0.435 0.834 -3.064 0.071 0.036 -0.162
C -0.432 0.693 -1.358 1.402 2.074 1.902
C 0.050 -0.469 -0.479 1.464 0.330 -0.348
C 0.079 1.769 -0.231 -0.005 -0.644 -0.566
C 0.470 0.514 0.663 -1.377 0.099 -0.736
C 0.391 2.883 0.384 -0.634 -1.442 -1.255
H 1.460 0.649 0.980 1.398 -0.696 0.421
H -0.495 -1.367 -0.185 -0.738 0.586 -0.147
H 0.858 -0.853 -1.098 0.585 -0.194 0.675
H -0.207 0.422 1.490 -0.142 -0.009 0.497
H -1.427 0.919 -1.532 -2.023 -0.141 -0.282
```
Forces are in eV/Å.

Values from the calculation:
- energy relative to the best compared isomer or geometry (same formula, charge and spin) (kJ/mol) = 309.5
- HOMO level (hartree) = -0.365
- multiplicity = 1
- max |F| (eV Å⁻¹) = 3.14
- charge = 0


[5]
The following is a DFT calculation (the ωB97M-V functional and the def2-TZVPD basis) of a structure of composition C5H5BrIN2.

XYZ file:
```
14
Properties=species:S:1:pos:R:3:forces:R:3
I 3.530 0.959 0.002 -0.548 0.089 -0.002
Br 2.032 -2.181 -0.002 -0.407 0.256 0.004
N -1.062 -2.017 0.009 -0.142 -0.281 -0.005
N 0.661 1.698 -0.002 0.250 0.188 -0.001
C -0.503 -0.819 0.001 0.418 0.440 0.003
C 1.466 0.611 -0.001 0.412 -0.494 0.002
C -1.282 0.367 -0.005 0.168 0.023 0.000
C -0.682 1.589 -0.006 -0.380 -0.347 0.002
C 0.914 -0.653 -0.001 0.368 0.071 -0.001
H 1.092 2.618 -0.001 -0.100 -0.203 -0.003
H -1.249 2.507 -0.010 0.046 0.061 0.001
H -2.357 0.291 -0.008 -0.103 0.091 0.002
H -0.496 -2.854 0.012 -0.068 0.114 -0.001
H -2.065 -2.119 0.010 0.087 -0.008 -0.001
```
Forces are in eV/Å.

Values from the calculation:
- HOMO level (hartree) = -0.490
- multiplicity = 1
- max |F| (eV Å⁻¹) = 0.64
- charge = +1


[6]
The following is a DFT calculation (the ωB97M-V functional and the def2-TZVPD basis) of the molecule C5H5Cl2NS.

XYZ file:
```
14
Properties=species:S:1:pos:R:3:forces:R:3
Cl -0.074 -0.669 3.003 0.030 0.101 0.263
Cl 0.707 -2.814 1.223 0.056 0.067 0.012
S -0.357 -0.460 -1.278 0.303 0.323 0.313
N -1.840 -1.629 1.162 3.392 1.349 0.471
C 1.261 1.441 -0.713 -0.010 0.021 -0.246
C 0.570 0.904 -1.751 -0.092 -0.256 0.107
C 0.194 -0.304 0.356 0.137 0.354 -0.510
C 1.050 0.749 0.497 -0.286 -0.354 0.047
C -0.222 -1.277 1.373 -3.873 -1.504 -0.368
H 0.550 1.226 -2.771 -0.008 0.110 -0.252
H 1.507 1.019 1.430 0.058 0.011 0.213
H 1.904 2.297 -0.800 0.089 0.176 -0.067
H -2.100 -2.212 1.950 0.147 -0.190 0.011
H -1.896 -2.180 0.314 0.055 -0.208 0.008
```
Forces are in eV/Å.

Values from the calculation:
- energy relative to the best compared isomer or geometry (same formula, charge and spin) (kJ/mol) = 47.3
- HOMO level (hartree) = -0.339
- SMILES string = NC(Cl)(Cl)c1cccs1
- multiplicity = 1
- max |F| (eV Å⁻¹) = 4.17
- charge = 0


[7]
The following is a DFT calculation (the ωB97M-V functional and the def2-TZVPD basis) of the ion C5H5Cl3NO3 with charge +1.

XYZ file:
```
17
Properties=species:S:1:pos:R:3:forces:R:3
Cl 2.344 3.435 0.225 -0.244 -0.471 0.031
Cl 1.402 1.673 2.280 0.409 -0.742 0.019
Cl 3.956 1.204 0.769 -0.722 -0.335 0.423
O -0.332 2.369 -0.169 0.337 -1.036 0.106
O 1.676 1.259 -1.577 1.183 -0.129 -1.691
O 2.639 -1.178 -0.279 1.580 -0.806 -0.468
N 1.478 0.917 -0.278 -0.160 1.471 1.048
C 0.244 -1.185 0.053 -0.371 0.714 2.185
C 0.035 1.240 -0.059 -1.958 2.143 -1.289
C -0.770 0.048 0.140 1.070 -2.390 2.991
C 1.605 -0.700 -0.181 -0.712 0.942 1.009
C 2.257 1.702 0.756 1.822 1.706 -0.561
H 0.306 -1.947 0.880 -0.335 0.981 -0.540
H 1.777 2.240 -1.708 -0.204 -0.571 0.777
H 0.155 -1.757 -0.813 -1.121 -1.172 -1.696
H -1.168 0.277 1.224 0.296 -1.081 -2.002
H -1.531 -0.194 -0.565 -0.869 0.776 -0.344
```
Forces are in eV/Å.

Values from the calculation:
- energy relative to the best compared isomer or geometry (same formula, charge and spin) (kJ/mol) = 177.1
- HOMO level (hartree) = -0.555
- SMILES string = O=C1CCC(=O)[N+]1(O)C(Cl)(Cl)Cl
- multiplicity = 1
- max |F| (eV Å⁻¹) = 3.98
- charge = +1


[8]
The following is a DFT calculation (the ωB97M-V functional and the def2-TZVPD basis) of the molecule C5H5ClF2.

XYZ file:
```
13
Properties=species:S:1:pos:R:3:forces:R:3
Cl 2.153 0.652 0.635 2.605 2.353 0.395
F -1.663 0.806 -2.405 0.370 -0.473 0.861
F -0.381 -2.055 1.060 1.361 1.921 1.891
C 0.017 0.154 -0.826 -0.430 -0.155 -0.952
C 0.525 -1.003 1.423 -1.725 -3.274 3.493
C 0.702 -0.117 0.527 -1.584 1.661 -5.394
C -2.140 0.452 -0.054 -0.811 -2.353 5.098
C -1.271 0.420 -1.171 2.948 -0.842 1.070
H -2.907 1.177 -0.132 -0.683 0.944 0.278
H 1.043 -0.797 2.494 -1.517 -1.802 -2.549
H -1.310 0.620 0.859 -3.138 0.101 -1.960
H -2.664 -0.566 0.359 1.177 2.120 -1.630
H 0.638 0.297 -1.666 1.425 -0.201 -0.600
```
Forces are in eV/Å.

Values from the calculation:
- energy relative to the best compared isomer or geometry (same formula, charge and spin) (kJ/mol) = 334.2
- HOMO level (hartree) = -0.342
- SMILES string = C/C(F)=C\C(Cl)=C/F
- multiplicity = 1
- max |F| (eV Å⁻¹) = 5.86
- charge = 0


[9]
The following is a DFT calculation (the ωB97M-V functional and the def2-TZVPD basis) of a cluster of 2 separate species, C5H5ClN in total.

XYZ file:
```
12
Properties=species:S:1:pos:R:3:forces:R:3
Cl -3.350 1.725 0.484 -1.851 0.356 0.506
N 0.311 1.340 0.587 -0.578 -1.315 -1.317
C -0.753 0.893 -0.187 2.598 -1.095 1.222
C -0.803 -0.427 -0.728 1.710 0.615 0.923
C 1.439 -0.761 0.203 -1.242 -0.606 -0.749
C 0.330 -1.248 -0.558 -0.192 1.130 0.855
C 1.361 0.498 0.757 -1.097 0.764 -0.792
H -1.720 -0.782 -1.175 0.031 0.056 -0.187
H 2.307 -1.371 0.405 0.055 -0.159 -0.134
H 2.206 0.894 1.301 0.057 0.072 0.326
H -1.641 1.506 -0.170 0.363 0.303 -0.531
H 0.313 -2.266 -0.918 0.144 -0.120 -0.120
```
Forces are in eV/Å.

Values from the calculation:
- energy relative to the best compared isomer or geometry (same formula, charge and spin) (kJ/mol) = 75.2
- HOMO level (hartree) = -0.136
- multiplicity = 1
- max |F| (eV Å⁻¹) = 3.07
- charge = -1


[10]
The following is a DFT calculation (the ωB97M-V functional and the def2-TZVPD basis) of the molecule C5H5ClN2.

XYZ file:
```
13
Properties=species:S:1:pos:R:3:forces:R:3
Cl 2.553 1.457 0.034 0.611 0.161 -0.136
N -0.499 -1.594 -1.755 3.132 -3.031 -6.875
N -3.042 -0.350 1.790 3.872 0.585 -2.695
C 0.063 0.618 0.127 -0.447 1.703 -0.477
C -2.085 -0.257 1.074 -4.586 -0.323 3.596
C 1.345 0.243 0.057 -0.118 -1.424 1.215
C -1.055 -0.317 0.127 -0.124 -0.873 0.085
C -1.218 -1.359 -0.735 -1.712 0.142 2.875
H -1.955 -2.168 -0.576 -0.032 1.050 0.197
H 0.312 -1.060 -2.133 -1.221 -0.254 1.071
H -0.764 -2.396 -2.440 0.596 2.083 2.010
H 1.745 -0.833 0.282 -0.981 2.149 -0.846
H -0.256 1.737 0.137 1.009 -1.968 -0.022
```
Forces are in eV/Å.

Values from the calculation:
- energy relative to the best compared isomer or geometry (same formula, charge and spin) (kJ/mol) = 140.9
- HOMO level (hartree) = -0.303
- SMILES string = N#CC(/C=C/Cl)=C/N
- multiplicity = 1
- max |F| (eV Å⁻¹) = 8.14
- charge = 0